{"formula": "C4H20N2O4S2", "method": "ωB97M-V/def2-TZVPD", "e_tot_ha": -1371.2072, "e_above_lowest_ev": 1.057, "smiles": "CN[C@@H](CN)CSS.O.O.O.O", "multiplicity": 1, "species": ["S", "S", "C", "C", "C", "N", "N", "C", "H", "H", "H", "H", "H", "H", "H", "H", "H", "H", "H", "H", "H", "H", "O", "H", "H", "O", "H", "H", "O", "H", "H", "O"], "positions_angstrom": [[1.482, -2.885, -2.730], [-0.030, -3.043, -1.414], [-0.956, -1.492, -1.395], [-1.171, -1.022, 0.055], [-2.300, 0.068, -0.013], [-2.721, 0.470, 1.318], [0.125, -0.389, 0.473], [0.283, -0.525, 1.928], [2.601, -2.271, -2.241], [-0.569, -0.736, -2.108], [-1.949, -1.585, -1.929], [-1.400, -1.747, 0.838], [-3.025, -0.513, -0.633], [-1.968, 0.868, -0.693], [-3.719, 0.654, 1.367], [-2.586, -0.199, 2.057], [0.162, 0.586, 0.206], [0.917, 0.237, 2.402], [-0.654, -0.542, 2.529], [0.775, -1.472, 2.172], [3.095, -1.055, 0.078], [1.721, -0.697, -0.354], [2.669, -0.532, -0.625], [3.442, 0.896, 0.833], [3.172, 1.496, -0.455], [3.207, 1.751, 0.471], [0.092, 2.999, 1.060], [-1.222, 2.060, 1.181], [-0.512, 2.400, 0.610], [-0.055, 2.319, -1.032], [1.011, 1.815, -1.979], [0.083, 2.087, -1.978]], "lowdin_charge": [0.292, 0.432, -0.533, -0.384, -0.236, 0.010, -0.106, -0.118, -0.190, 0.088, 0.087, 0.132, 0.112, 0.109, 0.082, 0.056, 0.059, 0.084, 0.067, 0.079, 0.060, 0.008, -0.136, 0.008, 0.010, -0.076, 0.083, 0.046, -0.065, -0.017, 0.030, -0.076]}